Entry 1:
Entry from OMol25: a cluster of 2 separate species, CH5NS in total in a non-equilibrium geometry (ωB97M-V/def2-TZVPD).

Structure (XYZ):
```
8
Properties=species:S:1:pos:R:3:forces:R:3
H 1.05344 -0.29507 1.39941 -0.0074 -0.6174 0.3994
H -0.61936 -1.17239 -3.94473 -0.3265 -0.2504 -0.3975
H -2.57349 -1.29305 -4.61931 0.3594 -0.3416 -0.3211
S -1.84400 -0.69013 -3.68456 -0.0326 0.5916 0.7175
H 2.05680 0.18003 2.89137 0.2703 0.4940 -0.0436
C 1.15691 0.31628 2.29696 -1.2782 -0.0861 -0.7408
N 0.18504 1.11476 2.52544 1.8692 0.5820 -0.4407
H 0.58467 1.83957 3.13542 -0.8541 -0.3720 0.8269
```
Positions in Å, forces in eV/Å.

Properties
F_max (eV/Å): 2.007
Highest occupied orbital energy (eV): -9.76
Frontier orbital gap (eV): 10.68
SMILES: C=N.S
E (hartree): -493.984920

These are the natural (NBO) partial charges, in e, on atoms 1 to 6: atom 1 (H): 0.16, atom 2 (H): 0.15, atom 3 (H): 0.14, atom 4 (S): -0.29, atom 5 (H): 0.15, atom 6 (C): -0.05

Entry 2:
Entry from OMol25: a cluster of 2 separate species, C2H4ClPS in total in a non-equilibrium geometry (ωB97M-V/def2-TZVPD).

Structure (XYZ):
```
9
Properties=species:S:1:pos:R:3:forces:R:3
P -2.20230 0.79428 -0.05001 -0.4262 1.6171 2.3866
C 1.37125 -0.51282 -0.88297 -1.9815 -1.0660 -1.7325
Cl 3.54386 0.34749 0.15311 0.6987 0.2917 0.4139
S -1.36237 -0.98868 0.21508 0.3961 -0.5423 -0.2346
C 1.92213 -0.30483 0.25401 0.3399 -0.5712 1.5081
H -2.66712 1.24268 1.35621 1.0882 -0.4677 -1.6326
H 1.33197 -0.66322 -2.00126 0.2161 0.6033 1.9275
H 1.60861 -0.60381 1.31564 0.2153 0.7574 -1.8917
H -3.54603 0.68891 -0.35982 -0.5466 -0.6223 -0.7446
```
Positions in Å, forces in eV/Å.

Properties
F_max (eV/Å): 2.914
Highest occupied orbital energy (alpha / beta) (eV): -9.05 / -8.74
Frontier orbital gap (alpha / beta) (eV): 8.44 / 6.64
E (hartree): -1278.166128

These are the natural (NBO) partial charges, in e, on atoms 1 to 6: atom 1 (P): 0.21, atom 2 (C): -0.08, atom 3 (Cl): -0.03, atom 4 (S): -0.25, atom 5 (C): -0.34, atom 6 (H): -0.01

> What is the F_max in the first record?

2.007 eV/Å